[1]
This record from the OMol25 dataset describes an isolated molecule of C5H9N. The level of theory is ωB97M-V with the def2-TZVPD basis set.

Multiplicity: 1
Total charge: 0
Calculated total energy, hartree: -250.52910
Relative energy (zero: lowest compared OMol25 entry of this formula, charge and spin), kcal per mole: 86.5
Gap between HOMO and LUMO (alpha / beta), Ha: 0.28718 / 0.28718

Positions of all 15 atoms, in Å:
1 C -1.462 0.831 -0.275
2 C -1.635 -0.588 0.177
3 C -0.457 0.206 0.654
4 N 0.871 -0.078 0.116
5 C 1.148 -1.191 -0.586
6 C 1.855 0.816 0.240
7 H -1.138 0.986 -1.301
8 H -2.116 1.599 0.127
9 H -2.411 -0.818 0.901
10 H -1.438 -1.365 -0.553
11 H -0.435 0.545 1.685
12 H 0.859 -2.168 -0.226
13 H 1.844 -1.078 -1.404
14 H 1.655 1.872 0.123
15 H 2.861 0.431 0.323

[2]
This record from the OMol25 dataset describes a structure of composition C5H9N in a non-equilibrium geometry. The level of theory is ωB97M-V with the def2-TZVPD basis set.

Multiplicity: 1
Total charge: 0
Calculated total energy, hartree: -250.45490
Relative energy (zero: lowest compared OMol25 entry of this formula, charge and spin), kcal per mole: 133.1
Gap between HOMO and LUMO, Ha: 0.33288

Positions of all 15 atoms, in Å:
1 C -0.399 -1.082 -1.359
2 C 0.013 -0.155 -0.242
3 C -0.931 0.573 0.732
4 N 0.375 0.911 1.384
5 C 0.833 -0.471 1.005
6 C 0.802 1.145 -0.466
7 H 0.476 -1.475 -1.885
8 H -1.029 -0.559 -2.090
9 H -0.975 -1.928 -0.966
10 H -1.475 1.448 0.361
11 H -1.553 -0.013 1.420
12 H 0.430 -1.212 1.700
13 H 1.916 -0.590 0.869
14 H 1.341 1.493 0.476
15 H 0.178 1.916 -0.939

[3]
This record from the OMol25 dataset describes an isolated molecule of C5H9N in a non-equilibrium geometry. The level of theory is ωB97M-V with the def2-TZVPD basis set.

Multiplicity: 1
Total charge: 0
SMILES: CCCCC#N
Calculated total energy, hartree: -250.65801
Relative energy (zero: lowest compared OMol25 entry of this formula, charge and spin), kcal per mole: 5.6
Gap between HOMO and LUMO, Ha: 0.45145

Positions of all 15 atoms, in Å:
1 C 1.352 1.598 -0.525
2 C 0.899 0.348 0.208
3 C -0.605 0.165 0.182
4 C -0.992 -1.259 0.650
5 C -1.609 -2.001 -0.440
6 N -2.116 -2.559 -1.318
7 H 0.886 2.498 -0.109
8 H 2.439 1.702 -0.465
9 H 1.064 1.539 -1.581
10 H 1.225 0.340 1.253
11 H 1.341 -0.529 -0.265
12 H -1.115 0.930 0.780
13 H -0.949 0.321 -0.845
14 H -1.697 -1.249 1.486
15 H -0.123 -1.844 0.990

[4]
This record from the OMol25 dataset describes a structure of composition C5H9N. The level of theory is ωB97M-V with the def2-TZVPD basis set.

Multiplicity: 1
Total charge: 0
Calculated total energy, hartree: -250.47568
Relative energy (zero: lowest compared OMol25 entry of this formula, charge and spin), kcal per mole: 120.0
Gap between HOMO and LUMO, Ha: 0.34882

Positions of all 15 atoms, in Å:
1 C -1.258 0.807 0.513
2 C -1.807 -0.208 -0.454
3 C -0.537 -0.489 0.282
4 N 0.655 -0.578 -0.538
5 C 2.143 -0.662 0.354
6 C 1.700 0.446 -0.525
7 H -0.844 1.729 0.117
8 H -1.769 0.922 1.466
9 H -2.708 -0.760 -0.207
10 H -1.665 -0.003 -1.511
11 H -0.559 -1.216 1.092
12 H 1.812 -0.455 1.383
13 H 1.300 -1.496 -0.392
14 H 2.173 0.582 -1.499
15 H 1.363 1.381 -0.081

[5]
This record from the OMol25 dataset describes an isolated molecule of C5H9N in a non-equilibrium geometry. The level of theory is ωB97M-V with the def2-TZVPD basis set.

Multiplicity: 1
Total charge: 0
SMILES: CC(C)CC#N
Calculated total energy, hartree: -250.66638
Relative energy (zero: lowest compared OMol25 entry of this formula, charge and spin), kcal per mole: 0.4
Gap between HOMO and LUMO, Ha: 0.45271

Positions of all 15 atoms, in Å:
1 C -0.579 1.332 -0.345
2 C -0.455 -0.003 0.390
3 C -0.931 -1.163 -0.484
4 C 0.979 -0.223 0.908
5 C 2.000 -0.101 -0.138
6 N 2.814 0.089 -0.937
7 H -0.224 2.167 0.271
8 H -1.622 1.529 -0.614
9 H 0.012 1.324 -1.269
10 H -1.084 0.034 1.290
11 H -0.353 -1.216 -1.415
12 H -1.985 -1.032 -0.750
13 H -0.833 -2.124 0.034
14 H 1.072 -1.201 1.396
15 H 1.226 0.539 1.655

[6]
This record from the OMol25 dataset describes the ion C5H9N2 with charge +1 in a non-equilibrium geometry. The level of theory is ωB97M-V with the def2-TZVPD basis set.

Multiplicity: 1
Total charge: +1
SMILES: [H]/N=C(\CC)[N+]#CC
Calculated total energy, hartree: -305.03550
Relative energy (zero: lowest compared OMol25 entry of this formula, charge and spin), kcal per mole: 122.1
Gap between HOMO and LUMO, Ha: 0.38914

Positions of all 16 atoms, in Å:
1 H -1.150 -1.422 -0.089
2 N -0.978 -0.342 0.066
3 C 0.185 0.187 -0.113
4 C 1.621 -0.108 -0.085
5 C 1.944 -1.652 0.152
6 N -0.109 1.621 -0.143
7 C -1.275 1.638 0.043
8 C -2.562 2.045 0.056
9 H 2.180 0.201 -1.067
10 H 2.038 0.650 0.572
11 H 3.019 -1.905 0.048
12 H 1.379 -2.342 -0.598
13 H 1.746 -1.993 1.124
14 H -3.140 1.953 0.935
15 H -3.072 1.449 -0.735
16 H -2.834 2.952 -0.566

[7]
This record from the OMol25 dataset describes a cluster of 2 separate species, C5H9N2 in total in a non-equilibrium geometry. The level of theory is ωB97M-V with the def2-TZVPD basis set.

Multiplicity: 1
Total charge: +1
Calculated total energy, hartree: -305.02278
Relative energy (zero: lowest compared OMol25 entry of this formula, charge and spin), kcal per mole: 130.1
Gap between HOMO and LUMO, Ha: 0.29472

Positions of all 16 atoms, in Å:
1 C -2.264 -0.580 1.198
2 C -1.658 -1.560 0.902
3 C -1.091 -2.890 0.912
4 C 1.539 2.453 -0.428
5 C 0.954 1.383 -1.379
6 N 0.553 -0.532 0.143
7 N 0.801 0.200 -0.671
8 H -2.795 0.318 1.305
9 H -0.685 -3.052 1.921
10 H -0.149 -2.997 0.292
11 H -1.793 -3.683 0.537
12 H 0.721 3.011 -0.016
13 H 2.214 1.989 0.332
14 H 2.125 3.235 -0.942
15 H 1.539 1.069 -2.342
16 H -0.009 1.638 -1.763

[8]
This record from the OMol25 dataset describes a cluster of 2 separate species, C5H9N2 in total in a non-equilibrium geometry. The level of theory is ωB97M-V with the def2-TZVPD basis set.

Multiplicity: 1
Total charge: +1
Calculated total energy, hartree: -304.94985
Relative energy (zero: lowest compared OMol25 entry of this formula, charge and spin), kcal per mole: 175.8
Gap between HOMO and LUMO, Ha: 0.35629

Positions of all 16 atoms, in Å:
1 C 1.789 -1.223 -0.607
2 C 1.881 0.916 0.324
3 C -2.034 -0.587 0.147
4 C -1.854 0.853 0.614
5 C 1.052 0.014 -0.465
6 N 1.619 -0.511 0.682
7 N -1.116 0.267 -0.471
8 H 1.156 -2.096 -0.676
9 H 2.823 -1.333 -1.115
10 H 2.858 1.280 -0.131
11 H 1.477 1.576 1.019
12 H -1.667 -1.504 0.627
13 H -3.031 -0.872 -0.189
14 H -2.641 1.466 0.186
15 H -1.193 1.090 1.481
16 H -1.121 0.666 -1.425

[9]
This record from the OMol25 dataset describes the ion C5H9N2 with charge +1 in a non-equilibrium geometry. The level of theory is ωB97M-V with the def2-TZVPD basis set.

Multiplicity: 1
Total charge: +1
Calculated total energy, hartree: -305.01680
Relative energy (zero: lowest compared OMol25 entry of this formula, charge and spin), kcal per mole: 133.8
Gap between HOMO and LUMO, Ha: 0.28993

Positions of all 16 atoms, in Å:
1 C -0.617 -0.219 -1.631
2 C -0.802 -1.005 -0.600
3 C 0.214 0.975 -1.492
4 C 0.756 1.415 0.876
5 C -1.728 -1.953 -0.102
6 N 0.744 1.229 -0.332
7 N 2.010 1.334 1.731
8 H -1.237 -0.160 -2.472
9 H -0.055 -0.862 0.269
10 H 0.020 1.675 -2.247
11 H -2.406 -1.301 0.481
12 H -1.344 -2.652 0.686
13 H -2.322 -2.665 -0.778
14 H 2.800 1.732 1.037
15 H 2.204 0.389 2.125
16 H 1.762 2.066 2.449

[10]
This record from the OMol25 dataset describes the ion C5H9N2O with charge +1 in a non-equilibrium geometry. The level of theory is ωB97M-V with the def2-TZVPD basis set.

Multiplicity: 1
Total charge: +1
SMILES: C[C@@H]1C(=O)[C@@]1(N)C=[NH2+]
Calculated total energy, hartree: -380.36276
Relative energy (zero: lowest compared OMol25 entry of this formula, charge and spin), kcal per mole: 55.9
Gap between HOMO and LUMO, Ha: 0.31577

Positions of all 17 atoms, in Å:
1 C 1.946 1.285 0.207
2 C 1.065 0.133 0.695
3 C 1.284 -1.135 0.148
4 O 1.518 -2.145 -0.336
5 C -0.284 -0.131 -0.050
6 N -0.334 0.363 -1.366
7 C -1.390 -0.557 0.661
8 N -2.607 -0.738 0.146
9 H 1.422 1.827 -0.577
10 H 2.887 0.921 -0.195
11 H 2.157 1.963 1.027
12 H 0.937 0.126 1.776
13 H 0.091 -0.199 -2.092
14 H -1.246 0.690 -1.653
15 H -1.295 -0.740 1.722
16 H -3.383 -0.996 0.732
17 H -2.770 -0.669 -0.848

[11]
This record from the OMol25 dataset describes a cluster of 2 separate species, C5H9N2O in total in a non-equilibrium geometry. The level of theory is ωB97M-V with the def2-TZVPD basis set.

Multiplicity: 1
Total charge: +1
Calculated total energy, hartree: -380.33482
Relative energy (zero: lowest compared OMol25 entry of this formula, charge and spin), kcal per mole: 73.4
Gap between HOMO and LUMO, Ha: 0.44276

Positions of all 17 atoms, in Å:
1 C -3.078 0.137 -0.042
2 C 0.690 -0.557 1.213
3 C 1.003 -0.908 -0.931
4 C -0.101 -0.503 -0.033
5 C 1.667 1.495 -0.108
6 N -3.164 -1.050 -0.116
7 N 1.200 0.148 0.048
8 O -2.731 1.239 0.038
9 H 0.384 0.066 2.046
10 H 1.203 -1.470 1.491
11 H 1.538 -1.836 -0.769
12 H 0.957 -0.586 -1.966
13 H 2.746 1.533 0.059
14 H 1.451 1.854 -1.116
15 H 1.172 2.150 0.611
16 H -1.015 -0.014 -0.269
17 H -3.921 -1.698 -0.154

[12]
This record from the OMol25 dataset describes the ion C5H9N2O2 with charge +1 in a non-equilibrium geometry. The level of theory is ωB97M-V with the def2-TZVPD basis set.

Multiplicity: 1
Total charge: +1
SMILES: [NH3+][C@]1(O)N=CCCC1=O
Calculated total energy, hartree: -455.60757
Relative energy (zero: lowest compared OMol25 entry of this formula, charge and spin), kcal per mole: 74.8
Gap between HOMO and LUMO, Ha: 0.38474

Positions of all 18 atoms, in Å:
1 N 2.174 0.250 0.573
2 C 0.874 0.407 -0.048
3 O 1.006 0.768 -1.431
4 N -0.135 1.349 0.649
5 C -1.366 1.037 0.606
6 C -2.010 -0.227 0.078
7 C -0.928 -1.084 -0.717
8 C 0.337 -0.987 -0.044
9 O 1.000 -1.798 0.587
10 H 3.042 0.564 0.157
11 H 2.129 -0.818 0.632
12 H 2.120 0.594 1.527
13 H 1.447 1.598 -1.414
14 H -2.172 1.629 1.037
15 H -2.438 -0.930 0.749
16 H -2.829 0.221 -0.504
17 H -0.891 -0.559 -1.585
18 H -1.360 -2.014 -0.854